1.
Density functional theory data (the ωB97M-V functional and the def2-TZVPD basis) for a single C5H11NOS molecule.

## Properties
Net charge = 0

XYZ file:
```
19
Properties=species:S:1:pos:R:3:lowdin_charge:R:1
S 0.48 -1.25 -1.64 0.911
O 1.74 -1.31 -2.42 -0.541
N -0.31 0.01 0.86 -0.259
C 1.98 0.14 0.39 -0.011
C 0.75 -0.24 0.13 -0.428
C -0.12 0.55 2.22 -0.059
C -1.66 -0.48 0.52 -0.056
C -0.42 0.20 -2.36 -0.236
H -1.08 -0.22 -3.15 0.063
H -1.63 -0.80 -0.55 0.045
H -1.93 -1.16 1.29 0.081
H 2.30 0.63 1.20 -0.003
H 0.39 0.73 -2.79 0.040
H -1.04 0.91 2.68 0.080
H -1.01 0.72 -1.66 0.013
H 0.58 1.35 2.08 0.051
H 0.53 -0.18 2.99 0.154
H -2.35 0.40 0.53 0.099
H 2.80 0.02 -0.32 0.058
```

2.
Density functional theory data (the ωB97M-V functional and the def2-TZVPD basis) for a single C5H11NOS molecule.

## Properties
SMILES string = C/N=C(\OS)C(C)C
Net charge = 0

XYZ file:
```
19
Properties=species:S:1:pos:R:3:lowdin_charge:R:1
S -2.78 0.14 0.92 0.801
O -1.73 -1.06 0.52 -0.550
N 0.54 -1.36 -0.38 0.061
C 0.53 1.44 -1.45 -0.111
C -0.22 1.02 -0.24 -0.448
C 0.53 1.46 1.05 -0.060
C -0.32 -0.53 -0.05 -0.262
C 0.64 -2.78 -0.21 -0.087
H 0.16 0.88 1.92 0.085
H 0.89 2.58 -1.41 0.113
H 1.41 -3.04 -0.83 0.037
H 0.32 2.55 0.97 0.094
H 1.56 1.15 0.83 0.085
H -0.19 -3.36 -0.42 0.059
H -2.77 -0.06 2.23 -0.139
H -0.05 1.54 -2.43 0.101
H 1.12 -2.98 0.79 0.113
H 1.55 1.01 -1.61 0.080
H -1.20 1.40 -0.19 0.029
```

3.
Density functional theory data (the ωB97M-V functional and the def2-TZVPD basis) for a single C5H11NOS molecule.

## Properties
SMILES string = CCC(=O)NCCS
Net charge = 0

XYZ file:
```
19
Properties=species:S:1:pos:R:3:lowdin_charge:R:1
S -0.83 -1.35 2.42 0.714
O 1.87 -1.33 -0.22 0.059
N 1.03 0.39 0.84 0.000
C 0.44 -0.71 -2.81 -0.077
C -1.25 0.27 1.74 -0.559
C 0.31 0.15 -1.48 -0.149
C 1.16 -0.36 -0.35 -0.486
C -0.11 1.21 1.24 -0.244
H -1.99 0.69 2.42 0.056
H 0.17 1.94 1.97 0.102
H 1.66 0.06 1.54 0.117
H 0.67 -0.05 -3.60 0.046
H -1.57 -1.44 3.52 -0.165
H -0.41 1.92 0.46 0.110
H 0.72 1.15 -1.74 0.125
H -2.05 0.08 0.91 0.083
H -0.39 -1.41 -2.92 0.071
H -0.78 0.15 -1.28 0.118
H 1.35 -1.34 -2.68 0.081
```

4.
Density functional theory data (the ωB97M-V functional and the def2-TZVPD basis) for 2 unconnected molecules or ions with the total composition C5H11NOS.

## Properties
Net charge = 0

XYZ file:
```
19
Properties=species:S:1:pos:R:3:lowdin_charge:R:1
S 0.46 -1.40 1.68 0.833
O 1.14 1.04 -2.93 0.011
N 0.29 1.89 0.46 0.014
C 0.88 0.94 -0.52 -0.388
C -1.11 -2.15 2.33 -0.355
C 1.03 1.63 -1.87 -0.335
C -0.04 -0.29 -0.76 -0.269
C 0.31 -1.52 -0.08 -0.288
H -1.16 2.30 -1.58 0.091
H -1.96 -1.59 1.91 0.039
H -1.19 -3.17 1.94 0.034
H -0.31 2.32 -0.33 -0.044
H -0.98 0.08 -0.35 0.102
H -1.12 -2.17 3.41 0.038
H -0.17 -0.44 -1.84 0.112
H -0.28 1.38 1.14 0.046
H 1.40 2.67 -1.81 0.121
H 1.90 0.72 -0.16 0.145
H 0.92 -2.25 -0.65 0.093
```

Among the structures above, stability is greatest for 3.